Record 1
Entry from the Open Molecules 2025 dataset: C24H48N6O6PdSSi as an isolated structure in a non-equilibrium geometry (ωB97M-V with the def2-TZVPD basis set).

The geometry in ORCA input format:
```
! wB97M-V def2-TZVPD RIJCOSX def2/J DEFGRID3
* xyz 2 5
Pd -1.306 -0.422 -0.948
C 2.889 -0.307 0.961
C 1.670 -1.191 0.723
C 1.568 -2.262 1.809
C 1.712 -1.850 -0.660
O 0.493 -0.341 0.705
Si -0.016 0.747 1.826
S -1.738 1.340 0.606
O 0.913 2.000 2.142
C 1.087 3.385 1.781
C 1.206 3.498 0.265
C 2.370 3.830 2.478
C -0.115 4.181 2.279
O -0.429 -0.107 3.103
C -0.749 0.192 4.479
C -1.642 1.423 4.529
C -1.471 -1.038 5.021
C 0.561 0.442 5.218
H 3.804 -0.864 0.783
H 2.892 0.057 1.985
H 2.863 0.551 0.293
H 2.559 -2.662 2.006
H 0.925 -3.083 1.500
H 1.183 -1.836 2.729
H 2.379 -2.709 -0.648
H 2.064 -1.139 -1.406
H 0.697 -2.196 -0.932
H 2.083 2.962 -0.085
H 1.296 4.539 -0.026
H 0.313 3.081 -0.203
H 3.200 3.191 2.188
H 2.250 3.766 3.556
H 2.606 4.857 2.213
H -1.038 3.766 1.876
H -0.028 5.214 1.959
H -0.163 4.160 3.364
H -2.541 1.269 3.936
H -1.102 2.277 4.134
H -1.930 1.633 5.553
H -2.384 -1.224 4.460
H -1.730 -0.874 6.062
H -0.834 -1.916 4.959
H 1.091 1.269 4.752
H 1.197 -0.440 5.190
H 0.358 0.689 6.256
N -2.622 1.264 -2.455
N -3.018 0.510 -3.554
C -2.710 -0.901 -3.583
O -2.738 -1.437 -4.663
O -2.488 -1.419 -2.454
H -3.411 1.508 -1.849
H -2.082 2.087 -2.713
H -2.912 0.938 -4.468
N -4.717 -1.425 -0.722
C -4.034 -2.091 0.223
C -4.678 -3.036 1.056
C -3.969 -3.673 2.043
C -2.619 -3.362 2.216
C -2.056 -2.418 1.382
N -2.731 -1.806 0.409
H -5.663 -1.695 -0.945
H -4.186 -0.951 -1.439
H -5.720 -3.251 0.884
H -4.446 -4.408 2.674
H -2.022 -3.840 2.976
H -1.027 -2.116 1.524
C 0.221 -2.302 -4.411
N 1.238 -1.286 -4.390
C 2.374 -1.514 -5.259
C 3.031 -0.200 -5.646
C 3.336 0.552 -4.362
N 2.129 0.698 -3.577
C 2.059 1.850 -2.717
C 1.110 -0.199 -3.591
O 0.092 -0.013 -2.891
H -0.367 -2.246 -5.334
H -0.457 -2.170 -3.570
H 0.686 -3.288 -4.356
H 2.029 -2.051 -6.145
H 3.096 -2.157 -4.738
H 2.355 0.385 -6.272
H 3.947 -0.381 -6.207
H 3.732 1.546 -4.572
H 4.088 0.005 -3.778
H 1.979 2.767 -3.308
H 2.969 1.911 -2.116
H 1.185 1.755 -2.073
*
```

**Expectation value of S²**: 6.02
**E_HOMO (spin up / spin down)**: -13.64 / -13.62 eV
**Relative energy (zero: lowest compared OMol25 entry of this formula, charge and spin)**: 37.9 kcal/mol

***

Record 2
Entry from the Open Molecules 2025 dataset: a 2-piece molecular cluster, C4H11NO2 overall in a non-equilibrium geometry (ωB97M-V with the def2-TZVPD basis set).

The geometry in ORCA input format:
```
! wB97M-V def2-TZVPD RIJCOSX def2/J DEFGRID3
* xyz 0 1
C -1.419 1.639 1.354
C -1.103 0.317 1.981
O 0.116 0.379 2.574
O -1.729 -0.704 1.907
H -0.482 2.053 1.000
H -1.741 2.354 2.114
H -2.255 1.519 0.660
C 0.816 -1.214 -1.923
C 1.709 -0.302 -1.087
N -0.622 -1.081 -1.611
H 0.877 -0.926 -2.972
H 1.129 -2.253 -1.830
H 1.736 0.674 -1.577
H 2.768 -0.557 -1.039
H -0.783 -1.277 -0.623
H -0.793 -0.080 -1.682
H 0.444 -0.488 2.841
H 1.332 -0.053 -0.087
*
```

**Structure (SMILES)**: CC(=O)O.CCN
**E_HOMO**: -9.43 eV
**Relative energy (zero: lowest compared OMol25 entry of this formula, charge and spin)**: 15.4 kcal/mol

***

Record 3
Entry from the Open Molecules 2025 dataset: C24H28IN4OSSiTl as an isolated structure in a non-equilibrium geometry (ωB97M-V with the def2-TZVPD basis set).

The geometry in ORCA input format:
```
! wB97M-V def2-TZVPD RIJCOSX def2/J DEFGRID3
* xyz 2 1
Tl 0.076 0.145 -1.586
C 6.503 0.073 1.213
Si 5.334 -0.151 2.654
C 5.782 -1.671 3.644
C 5.355 1.398 3.690
C 3.437 -0.332 2.241
C 2.665 -0.408 3.419
C 1.290 -0.427 3.370
C 0.670 -0.295 2.136
N 1.345 -0.209 1.006
C 2.693 -0.295 1.062
S 3.490 -0.298 -0.521
H 7.488 0.248 1.658
H 6.269 0.940 0.598
H 6.617 -0.796 0.568
H 6.868 -1.736 3.751
H 5.457 -2.601 3.172
H 5.365 -1.651 4.653
H 6.376 1.595 4.030
H 4.731 1.325 4.582
H 5.030 2.269 3.118
H 3.160 -0.447 4.382
H 0.686 -0.495 4.265
H -0.411 -0.230 2.078
C 0.962 -6.114 -1.020
N -0.069 -5.090 -0.968
N 0.192 -3.739 -0.762
C -1.011 -3.033 -0.750
O -1.058 -1.798 -0.582
C -2.017 -4.011 -0.918
C -1.408 -5.235 -1.050
C -2.018 -6.577 -1.249
C 1.486 -3.207 -0.650
C 2.274 -3.483 0.519
C 3.544 -3.014 0.642
C 4.082 -2.161 -0.361
C 3.254 -1.812 -1.478
C 1.964 -2.408 -1.631
H 1.915 -5.662 -1.280
H 0.712 -6.826 -1.802
H 1.057 -6.639 -0.068
H -3.075 -3.817 -0.941
H -3.099 -6.485 -1.295
H -1.764 -7.248 -0.427
H -1.674 -7.032 -2.180
H 1.846 -4.121 1.283
H 4.152 -3.289 1.491
H 5.137 -1.945 -0.385
H 3.696 -1.284 -2.318
H 1.393 -2.251 -2.533
I -5.699 3.057 -1.691
C -3.651 3.300 -1.489
C -3.074 4.561 -1.422
C -1.698 4.659 -1.287
C -0.950 3.499 -1.224
N -1.499 2.283 -1.286
C -2.824 2.190 -1.416
H -3.688 5.451 -1.476
H -1.213 5.624 -1.234
H 0.130 3.543 -1.123
H -3.246 1.192 -1.461
*
```

**E_HOMO**: -13.15 eV
**Relative energy (zero: lowest compared OMol25 entry of this formula, charge and spin)**: 0.0 kcal/mol

***

Record 4
Entry from the Open Molecules 2025 dataset: C26H21CsN3O4 as an isolated structure in a non-equilibrium geometry (ωB97M-V with the def2-TZVPD basis set).

The geometry in ORCA input format:
```
! wB97M-V def2-TZVPD RIJCOSX def2/J DEFGRID3
* xyz -1 1
Cs -1.308 0.018 0.033
O -4.496 3.918 -0.034
C -3.532 3.117 -0.020
N -3.560 1.801 -0.013
C -4.919 1.317 -0.022
C -5.086 -0.199 -0.016
C -6.393 -0.707 -0.026
C -6.601 -2.068 -0.022
C -5.501 -2.920 -0.009
C -4.245 -2.348 0.000
N -4.042 -1.024 -0.004
C -2.139 3.808 -0.008
C -2.119 5.203 -0.011
C -0.904 5.861 0.002
C 0.270 5.123 0.020
C 0.158 3.742 0.022
N -1.006 3.101 0.008
H -5.493 1.691 -0.885
H -5.506 1.699 0.829
H -7.225 -0.012 -0.036
H -7.609 -2.466 -0.030
H -5.609 -3.996 -0.005
H -3.346 -2.957 0.012
H -3.072 5.711 -0.024
H -0.873 6.945 0.000
H 1.245 5.591 0.033
H 1.051 3.123 0.040
O 1.448 -0.060 0.085
C 2.105 -1.343 0.137
C 1.039 -2.454 0.377
O 1.491 -3.500 0.860
O -0.129 -2.182 0.011
C 3.128 -1.264 1.267
C 4.438 -0.869 1.033
C 5.333 -0.689 2.085
C 4.920 -0.900 3.388
C 3.606 -1.289 3.633
C 2.722 -1.469 2.586
C 2.762 -1.658 -1.209
C 2.593 -0.842 -2.314
C 3.196 -1.169 -3.528
C 3.960 -2.316 -3.641
C 4.116 -3.149 -2.536
C 3.520 -2.825 -1.330
H 2.132 0.617 0.017
H 4.776 -0.711 0.015
H 6.352 -0.389 1.873
H 5.612 -0.769 4.211
H 3.272 -1.462 4.649
H 1.711 -1.796 2.787
H 1.973 0.041 -2.234
H 3.055 -0.522 -4.385
H 4.425 -2.573 -4.585
H 4.698 -4.059 -2.614
H 3.609 -3.474 -0.469
*
```

**E_HOMO**: -4.91 eV

***

Record 5
Entry from the Open Molecules 2025 dataset: one molecule with the formula C6H6BrN3 in a non-equilibrium geometry (ωB97M-V with the def2-TZVPD basis set).

The geometry in ORCA input format:
```
! wB97M-V def2-TZVPD RIJCOSX def2/J DEFGRID3
* xyz 0 1
C 1.903 2.009 -0.089
C 0.182 -1.531 0.994
C 1.590 -1.492 0.804
C -0.577 -0.504 0.501
C 2.203 -0.441 0.210
C 1.327 0.786 -0.479
N 2.235 3.045 0.244
N -0.112 0.577 -0.213
N -0.880 1.790 -0.529
Br 4.031 -0.270 -0.193
H -0.385 -2.309 1.434
H 2.062 -2.436 1.192
H -1.610 -0.579 0.566
H 1.490 0.711 -1.480
H -0.317 2.639 -0.309
H -1.733 1.653 0.015
*
```

**Structure (SMILES)**: N#C[C@H]1C(Br)=CC=CN1N
**E_HOMO**: -7.71 eV
**Relative energy (zero: lowest compared OMol25 entry of this formula, charge and spin)**: 54.1 kcal/mol

***

Record 6
Entry from the Open Molecules 2025 dataset: BrHf as an isolated structure (ωB97M-V with the def2-TZVPD basis set).

The geometry in ORCA input format:
```
! wB97M-V def2-TZVPD RIJCOSX def2/J DEFGRID3
* xyz 3 1
Hf 4.944 -1.522 16.014
Br 6.706 -4.870 13.101
*
```

**E_HOMO**: -24.92 eV
**Relative energy (zero: lowest compared OMol25 entry of this formula, charge and spin)**: 113.3 kcal/mol

***

Record 7
Entry from the Open Molecules 2025 dataset: C20H14LiN4O5Se as an isolated structure (ωB97M-V with the def2-TZVPD basis set).

The geometry in ORCA input format:
```
! wB97M-V def2-TZVPD RIJCOSX def2/J DEFGRID3
* xyz -1 1
Li -0.666 1.381 -0.425
O -1.949 -0.110 -3.477
C -1.503 0.756 -2.697
O -1.988 1.164 -1.616
C -0.057 1.257 -3.092
C 0.889 0.218 -2.455
C 2.266 0.220 -3.139
C 2.849 1.555 -2.623
C 1.715 2.044 -1.702
O 1.177 0.815 -1.177
C 0.545 2.582 -2.539
C -0.348 3.511 -1.634
O -0.835 4.500 -2.191
O -0.384 3.193 -0.406
H -0.024 1.216 -4.179
H 0.453 -0.765 -2.335
H 2.183 0.170 -4.224
H 2.854 -0.633 -2.794
H 3.052 2.270 -3.419
H 3.770 1.400 -2.056
H 2.029 2.694 -0.890
H 0.878 3.221 -3.355
Se -0.165 -4.101 5.390
N -0.253 -2.327 5.312
C -0.402 -2.006 4.052
C -0.471 -0.640 3.573
C -0.316 0.465 4.413
C -0.347 1.728 3.871
C -0.515 1.863 2.492
N -0.666 0.827 1.686
C -0.660 -0.409 2.199
C -0.906 -1.533 1.285
N -1.335 -1.233 0.063
C -1.621 -2.206 -0.780
C -1.392 -3.553 -0.478
C -0.950 -3.879 0.784
C -0.752 -2.860 1.720
C -0.480 -3.109 3.120
N -0.376 -4.307 3.638
H -0.181 0.305 5.475
H -0.227 2.607 4.490
H -0.502 2.830 1.998
H -2.045 -1.901 -1.736
H -1.568 -4.313 -1.226
H -0.776 -4.905 1.082
*
```

**E_HOMO**: -4.77 eV